The following is a DFT calculation (ωB97M-V with the def2-TZVPD basis set) of a 5-piece molecular cluster, C28H54FNO7P overall.

## Properties
**Electronic energy**: -2121.664131 a.u.
**HOMO level**: -10.75 eV
**Largest force on an atom**: 0.010 hartree/bohr
**Gap between HOMO and LUMO**: 7.229 eV
**Total charge**: +1
**ΔE to the lowest compared entry with this formula, charge and spin**: 0.00 kcal/mol
**Spin multiplicity**: 1

Geometry (Å):
1 C 2.6561 -0.1267 1.3116
2 C 2.0877 0.1737 -0.0714
3 C 1.3550 -0.9618 -0.7400
4 O 1.2893 -1.1044 -1.9231
5 O 0.7703 -1.8886 0.1040
6 C -0.4769 -1.5608 0.6999
7 C -1.2942 -0.5575 -0.1084
8 C -2.7267 -0.2944 0.4345
9 C -3.4819 -1.5708 0.4728
10 N -3.6510 -1.9860 1.6649
11 C -3.1444 -1.0538 2.6947
12 C -2.9386 0.2415 1.8886
13 C -4.2306 1.0833 1.9117
14 C -4.8698 1.3182 3.2743
15 F -5.1806 0.4181 1.0980
16 P -1.4214 1.2054 2.4381
17 C -1.4415 2.6135 1.2445
18 O -2.0404 1.8733 3.8165
19 H 3.4511 -0.8694 1.2598
20 H 1.8935 -0.4768 2.0066
21 H 3.0883 0.7800 1.7359
22 H 2.8760 0.4900 -0.7552
23 H 1.3982 1.0237 -0.0031
24 H -0.3105 -1.2218 1.7249
25 H -1.0328 -2.5026 0.7471
26 H -1.3987 -0.9571 -1.1205
27 H -0.8080 0.4130 -0.1887
28 H -3.1715 0.4038 -0.2761
29 H -3.8381 -2.1324 -0.3824
30 H -4.1040 -2.8795 1.8739
31 H -3.9019 -0.9815 3.4721
32 H -2.2413 -1.4648 3.1498
33 H -4.0535 2.0375 1.4195
34 H -5.1234 2.3659 3.4114
35 H -4.2073 1.0495 4.0936
36 H -5.7742 0.7160 3.3579
37 H -0.5323 2.5052 0.6485
38 H -1.3588 3.5539 1.7882
39 H -2.2805 2.6389 0.5505
40 H -1.3760 2.4472 4.2205
41 C 5.6640 1.3013 -4.4104
42 C 5.6041 -0.2024 -4.1512
43 C 5.6648 -0.2547 -2.6313
44 O 5.0267 0.9396 -2.1628
45 C 4.8345 1.8442 -3.2543
46 H 5.2677 1.5930 -5.3818
47 H 6.6937 1.6572 -4.3403
48 H 4.6558 -0.6086 -4.5083
49 H 6.4097 -0.7609 -4.6241
50 H 6.6991 -0.2655 -2.2731
51 H 5.1456 -1.1187 -2.2133
52 H 3.7694 1.8677 -3.5133
53 H 5.1366 2.8435 -2.9387
54 C 1.3151 -0.3144 -7.6458
55 C 1.4279 -0.0737 -6.1416
56 C 2.0563 -1.3786 -5.6707
57 O 2.8801 -1.8353 -6.7429
58 C 2.5978 -1.0870 -7.9267
59 H 1.2392 0.5997 -8.2328
60 H 0.4431 -0.9345 -7.8638
61 H 2.1001 0.7650 -5.9438
62 H 0.4748 0.1317 -5.6559
63 H 1.2925 -2.1356 -5.4620
64 H 2.6688 -1.2591 -4.7763
65 H 3.4325 -0.4063 -8.1263
66 H 2.5089 -1.7773 -8.7658
67 C -4.9665 -5.8447 4.6182
68 C -6.2869 -5.7547 3.8551
69 C -5.9684 -4.7033 2.8046
70 O -4.5640 -4.8393 2.5153
71 C -3.9506 -5.6980 3.4969
72 H -4.8460 -6.7773 5.1653
73 H -4.8785 -5.0191 5.3276
74 H -6.5125 -6.7090 3.3770
75 H -7.1344 -5.4768 4.4783
76 H -6.1588 -3.6942 3.1907
77 H -6.5298 -4.8335 1.8794
78 H -3.7331 -6.6600 3.0272
79 H -3.0107 -5.2483 3.8171
80 C 3.7597 5.0037 2.8930
81 C 2.9794 5.8378 1.8776
82 C 1.6016 5.1985 1.9598
83 O 1.4469 4.7251 3.2987
84 C 2.7117 4.7712 3.9738
85 H 4.6498 5.5009 3.2737
86 H 4.0639 4.0540 2.4474
87 H 2.9324 6.8792 2.2007
88 H 3.3975 5.8104 0.8730
89 H 1.5201 4.3469 1.2721
90 H 0.7944 5.8992 1.7396
91 H 2.6967 5.5926 4.6962
92 H 2.8538 3.8361 4.5161